{"formula": "C16H20N4O3S", "method": "wB97M-V/def2-TZVPD", "symbols": ["C", "C", "C", "C", "H", "H", "O", "C", "O", "N", "C", "N", "N", "C", "C", "H", "H", "C", "O", "N", "H", "C", "C", "C", "C", "C", "C", "C", "H", "H", "H", "H", "H", "H", "H", "S", "H", "H", "H", "H", "H", "H", "H", "H"], "xyz": [[-7.66, -1.76, 0.93], [-6.37, -1.07, 1.37], [-6.25, 0.36, 0.83], [-5.98, 0.41, -0.67], [-5.93, 1.45, -1.01], [-6.74, -0.12, -1.24], [-4.75, -0.24, -1.02], [-3.63, 0.46, -0.82], [-3.56, 1.59, -0.42], [-2.54, -0.30, -1.16], [-1.26, 0.19, -1.08], [-0.22, -0.49, -1.42], [0.91, 0.18, -1.26], [0.76, 1.38, -0.80], [1.88, 2.29, -0.51], [1.51, 3.26, -0.17], [2.48, 2.44, -1.41], [2.84, 1.74, 0.57], [3.22, 2.43, 1.49], [3.20, 0.47, 0.36], [2.80, -0.02, -0.42], [4.14, -0.23, 1.21], [5.44, -0.46, 0.50], [6.25, 0.62, 0.18], [7.44, 0.43, -0.50], [7.83, -0.84, -0.87], [7.03, -1.92, -0.57], [5.84, -1.74, 0.11], [5.21, -2.58, 0.35], [7.33, -2.92, -0.86], [8.76, -0.99, -1.40], [8.07, 1.28, -0.73], [5.95, 1.61, 0.48], [3.70, -1.18, 1.53], [4.30, 0.41, 2.09], [-0.92, 1.80, -0.50], [-2.66, -1.24, -1.51], [-5.43, 0.87, 1.34], [-7.16, 0.91, 1.03], [-5.51, -1.65, 1.04], [-6.35, -1.03, 2.46], [-7.68, -1.90, -0.15], [-8.53, -1.17, 1.22], [-7.73, -2.74, 1.39]], "mulliken_charge": [-1.18, -0.30, -0.60, -0.57, 0.36, 0.38, -0.48, 0.74, -0.64, -0.07, 0.35, -0.78, -0.14, 0.59, -0.85, 0.33, 0.29, 0.73, -0.65, -0.04, 0.30, -1.28, 0.68, -0.26, -0.56, -0.40, -0.50, -0.43, 0.31, 0.37, 0.37, 0.38, 0.41, 0.44, 0.38, -0.13, 0.25, 0.29, 0.39, 0.22, 0.35, 0.32, 0.30, 0.35], "smiles": "CCCCOC(=O)Nc1nnc(CC(=O)NCc2ccccc2)s1", "homo_ev": -9.0, "mol_weight_g_mol": 348.43, "homo_lumo_gap_ev": 9.61, "largest_force_ev_per_a": 1.6, "e_above_lowest_kj_mol": 60.8, "energy_ha": -1464.6738}